No. 1
12
Properties=species:S:1:pos:R:3:forces:R:3 method="wB97M-V/def2-TZVPD" mol_weight_da=119.07 total_charge=+2 largest_force_ev_per_a=2.72 s2=0.761 spin_multiplicity=2 orbital_gap_ha="0.2677 / 0.3037"
C 0.918248 -0.461648 -0.018925 0.48 -1.71 0.67
C 1.224486 0.593502 0.767187 -0.01 -0.21 -0.34
H 0.316663 0.780534 1.389699 0.53 0.47 0.18
H 1.859549 1.393034 0.361026 0.30 0.08 0.78
O -4.944419 0.770190 -3.889260 0.72 -0.49 0.74
C -4.127899 0.466000 -3.136308 -1.48 0.92 -1.45
Na -1.521588 -0.414840 -1.054303 -0.56 -0.22 -0.57
O -3.283198 0.215806 -2.375059 0.88 -0.46 0.80
C 2.305774 -0.650994 1.996620 0.53 -0.33 0.57
C 2.286238 -1.596653 1.034251 -1.47 1.02 -2.05
H 1.597817 -0.765128 2.835209 0.32 0.54 0.05
H 3.368329 -0.329803 2.089863 -0.25 0.39 0.62

No. 2
10
Properties=species:S:1:pos:R:3:forces:R:3 method="wB97M-V/def2-TZVPD" mol_weight_da=80.09 total_charge=0 largest_force_ev_per_a=4.18 orbital_gap_ha=0.2954 de_lowest_kcal_mol=145.8
C 1.683319 1.081948 0.223051 -1.17 -0.96 0.86
C 0.636510 1.926480 0.357932 -1.33 2.57 0.48
C -0.625431 0.598913 -0.690861 -3.87 -1.58 0.10
C 1.506666 -0.194528 0.472245 3.42 -1.96 -1.29
C 0.163565 0.182563 0.542113 -1.33 0.01 1.79
O -0.297993 1.944103 -0.714278 0.86 0.92 -1.05
H -0.450246 -0.088423 -1.545650 0.36 0.93 0.05
H -1.813245 0.587548 -0.519198 2.54 -0.33 -0.11
H 2.182212 -1.011399 0.487076 0.00 -0.70 0.13
H -0.353541 -0.057377 1.519619 0.53 1.12 -0.95